A single C21H27NO5S molecule. Source: the Open Molecules 2025 dataset; level of theory: wB97M-V/def2-TZVPD.

XYZ file:
```
55
C21H27NO5S wB97M-V/def2-TZVPD
C 7.42754 3.00827 0.11083
C 6.98626 1.62825 0.58243
C 5.69685 1.18308 -0.10213
C 5.25325 -0.20304 0.35889
C 3.94136 -0.62575 -0.29477
O 2.91915 0.21960 0.19271
C 1.65197 0.05254 -0.26177
C 0.69934 0.93568 0.25452
C -0.62319 0.83721 -0.11359
C -1.02474 -0.14905 -1.01398
C -2.43968 -0.20560 -1.46811
O -2.75106 -0.03884 -2.63502
N -3.38657 -0.40900 -0.50433
C -3.02992 -0.83214 0.84019
C -1.99909 -1.91705 0.82255
C -1.97041 -3.12271 0.18276
C -0.74026 -3.72745 0.53696
C -0.12231 -2.84952 1.37102
O -0.87843 -1.75581 1.55262
C -4.75815 -0.14611 -0.93392
C -5.86454 -0.52947 0.05958
C -5.93099 0.48930 1.18807
S -5.09074 1.97621 0.51351
O -3.79668 2.11548 1.12419
O -5.96769 3.11144 0.57278
C -4.92778 1.34783 -1.18107
C -0.07268 -0.99366 -1.56449
C 1.25452 -0.91138 -1.18322
H 7.60703 3.00572 -0.96215
H 8.34488 3.30956 0.61118
H 6.65954 3.74758 0.32658
H 6.83289 1.64626 1.66362
H 7.77609 0.90278 0.37247
H 4.90141 1.89691 0.11714
H 5.84797 1.17217 -1.18441
H 5.11454 -0.19994 1.44124
H 6.01855 -0.94176 0.11281
H 3.71460 -1.67209 -0.04410
H 4.01960 -0.53501 -1.38702
H 1.02698 1.69110 0.95084
H -1.34806 1.53106 0.28747
H -2.65691 0.00790 1.43468
H -3.92250 -1.22633 1.32499
H -2.72160 -3.52235 -0.46735
H -0.37604 -4.68132 0.21561
H 0.81611 -2.88703 1.88691
H -4.90013 -0.69534 -1.87505
H -5.73156 -1.54863 0.42449
H -6.80146 -0.51074 -0.50070
H -5.39875 0.19655 2.08670
H -6.94456 0.78242 1.43909
H -5.84589 1.58418 -1.70911
H -4.07457 1.79560 -1.67680
H -0.37880 -1.73748 -2.28475
H 1.96531 -1.60006 -1.61163
```

The multiplicity is 1. The calculation puts the LUMO energy at 0.0212 Eh. The calculation puts the energy above the lowest of the compared OMol25 structures with the same formula, charge and spin at 1.235 eV. The calculation puts the highest occupied orbital energy at -0.29963 Eh. As for the SMILES: CCCCCOc1ccc(C(=O)N(Cc2ccco2)[C@H]2CCS(=O)(=O)C2)cc1.